Formula: C5H11NO
Source: OMol25
Level of theory: wB97M-V/def2-TZVPD

Positions of all 18 atoms, in Å:
N: 0.4143 0.9558 1.0936
H: 0.2668 2.7790 -0.7593
H: 0.4073 -2.7541 0.6793
H: -2.0811 0.7731 -1.3013
H: 1.0946 1.5031 0.5501
C: -0.5620 2.3063 -1.3472
H: 1.9026 -1.2432 -0.3555
H: -1.7500 -1.2135 -0.2999
C: -0.4828 0.3503 0.1537
H: 0.5232 0.4521 1.9653
C: -0.2099 -1.9319 1.2253
H: -1.0203 -2.5164 1.7931
O: 2.3879 -0.6669 -0.9051
H: -0.7244 2.6730 -2.3738
C: -0.8688 -0.9647 0.2445
H: 0.2381 -1.2712 2.0158
C: -1.1391 1.1283 -0.9451
H: 1.6036 -0.3590 -1.4334

Summary:
Multiplicity: 1
Net charge: 0
HOMO energy, eV: -8.216
Energy, Ha: -327.02361
Frontier orbital gap, eV: 9.062
Max |F|, Eh/bohr: 0.074
SMILES: C=C/C(N)=C/C.O

***

Formula: C7H11N2P
Source: OMol25
Level of theory: wB97M-V/def2-TZVPD

Positions of all 21 atoms, in Å:
H: -1.0384 1.3999 -1.3854
C: -0.9055 0.2335 1.5301
C: -1.8918 -1.8656 1.0163
H: 2.2542 1.0757 0.2549
P: 0.1087 -0.0246 0.1850
H: -2.9444 -0.2663 2.0014
H: -1.4890 -0.2656 -1.7121
H: 0.4032 -2.3873 -0.1694
C: -1.9591 -0.8148 1.9341
C: 1.2481 1.3693 0.1972
H: -1.6508 -0.9965 2.9002
H: 1.6911 -1.5055 -1.0317
H: 0.0433 0.5775 -2.2438
C: -0.6488 0.3468 -1.4419
H: 1.0993 1.6616 -0.8748
H: 1.8140 -1.6688 0.5390
H: 1.0452 2.0878 1.0027
C: 0.6543 -0.1691 2.7907
C: 1.0558 -1.5765 -0.2069
N: -1.8144 -2.6948 0.2416
N: 1.4733 -0.5543 3.4860

Summary:
Multiplicity: 1
Net charge: 0
HOMO energy, eV: -8.956
Energy, Ha: -724.02025
Frontier orbital gap, eV: 9.154
Max |F|, Eh/bohr: 0.098

***

Formula: C5H13O2Tb
Source: OMol25
Level of theory: wB97M-V/def2-TZVPD

Positions of all 21 atoms, in Å:
H: 0.3242 -2.9009 -0.5651
H: 1.7352 -0.5080 0.6453
H: 1.3981 -0.2237 -1.1021
H: 1.9178 1.8771 0.2644
O: 0.1829 1.6202 1.3763
C: -0.5630 -2.2449 -0.6391
H: 0.3860 1.9367 -0.6584
C: 0.9190 1.4316 0.1613
H: 1.2411 3.2291 2.1284
H: -2.1693 -1.6284 0.3494
O: -0.2313 -0.6598 0.1109
C: 1.0346 -0.0582 -0.0775
H: -0.9546 -2.7677 0.2403
H: -0.2032 3.6465 1.1369
C: 0.2081 2.9522 1.8824
Tb: -1.4898 0.2132 1.6672
H: -0.3989 2.9680 2.7937
H: -0.8368 -3.2083 -2.5215
H: 0.0696 -1.7418 -2.6685
C: -0.7915 -2.1757 -2.1388
H: -1.7783 -1.7572 -2.3855

Summary:
Multiplicity: 7
Net charge: +2
HOMO energy (alpha / beta), eV: -17.493 / -16.243
Energy, Ha: -1172.42270
Frontier orbital gap (alpha / beta), eV: 8.001 / 8.042
Max |F|, Eh/bohr: 0.062

***

Formula: C39H47Cl2IrN8O3SSb
Source: OMol25
Level of theory: wB97M-V/def2-TZVPD

Positions of all 102 atoms, in Å:
C: -2.4671 -1.8540 4.1528
N: -2.6376 2.8153 2.1089
C: 4.3343 -1.5249 -4.1817
H: -0.7949 -6.5234 3.4920
C: 2.5490 -2.2433 -0.4876
H: 0.6520 0.0697 4.4565
H: 4.7472 -3.7365 -2.5754
H: -0.7666 3.8433 -1.8925
C: 3.0426 2.2401 1.0482
N: 2.3220 -1.1059 -1.1187
H: 3.3326 -1.4082 3.8508
H: -1.6410 -2.8792 5.8876
O: -0.7040 -2.2173 -0.1081
C: 4.0827 -0.3130 -4.7956
N: 1.6521 3.2601 2.4227
C: -1.2937 2.9701 -2.2582
H: -2.7552 -3.8703 4.9164
H: -1.1089 -5.1686 4.5599
C: 3.2914 0.6481 -4.1877
H: 2.2485 -0.9003 2.5481
C: -2.1666 -4.8813 1.9224
H: 0.2665 -1.0156 5.8122
H: 0.5281 -5.9240 -6.1701
H: -2.7509 4.0639 -3.3844
C: -2.2976 -0.4336 4.6634
S: -1.3927 -1.8768 -1.3592
H: 0.1041 -4.3301 0.5089
Cl: 3.0208 2.1457 -4.9408
H: 3.9696 1.9821 0.5636
O: -2.8249 -1.8173 -1.2714
C: 0.2443 -3.7461 -2.5484
N: -0.8346 1.7860 -1.8606
C: 0.2856 -4.9424 1.3904
H: -4.5615 -1.7304 3.7587
H: -1.5888 -3.4473 -5.9221
H: 1.8165 -4.7267 -6.1418
H: 3.6111 -4.1091 -0.3944
C: 3.4330 -3.2099 -0.9686
C: 1.5811 -3.2251 5.0287
H: 0.7078 -3.5434 5.5994
C: -0.8947 -2.9695 -2.6568
H: -2.4238 -4.1689 1.1361
Ir: 0.6898 0.4483 -0.5981
C: 0.7338 -4.8522 -6.1411
H: 2.7636 -2.5982 2.6875
H: -2.4665 -0.0369 0.3577
H: 0.2265 -5.9937 1.0929
H: 1.2973 -4.7565 1.7631
H: 0.7149 -3.8661 -1.5864
C: 1.0008 -0.7840 5.0421
C: -1.0600 -3.5131 -4.9799
H: -1.6052 -0.3691 5.4992
Cl: 5.3277 -2.6704 -4.9656
C: -0.4112 2.1664 1.6193
H: -3.8918 1.9853 -4.1568
C: -0.7607 -4.6640 2.4588
C: -2.3935 3.0899 -3.0851
H: 1.6511 -4.9754 -3.5914
C: 2.9297 -0.8886 -2.3013
C: -2.5373 0.6911 -3.1294
Sb: -0.5938 -2.4170 2.9038
H: 1.9338 -4.0599 4.4244
N: 1.8530 1.7498 0.7809
H: -4.0938 1.5293 1.4233
H: -1.9678 0.2464 3.8764
H: -0.9989 3.9259 2.7052
C: -0.5086 -5.4892 3.7089
N: -0.8046 1.0574 0.9537
H: -3.3716 -2.5850 5.9458
C: -1.5711 -2.8730 -3.8646
C: 2.6792 0.4099 -2.9128
C: 2.4701 -1.7099 3.2473
C: 4.0527 -3.0096 -2.1771
H: -2.9085 -4.8365 2.7197
H: -2.9940 -0.2273 -3.4672
C: -3.6444 -1.9450 3.2007
O: 1.9889 1.2655 -2.3207
C: 3.7815 -1.8348 -2.8971
C: -3.0228 1.9255 -3.5150
H: 4.5239 -0.0961 -5.7589
C: 0.1327 -4.2328 -4.9132
N: -0.7570 -0.4522 -1.8206
H: -2.4914 -2.3059 -3.9199
H: -3.5662 -1.2138 2.3988
H: 3.6337 3.7238 2.4473
H: 1.9916 -2.3980 0.4235
C: 1.3095 -1.9959 4.1823
H: 2.3695 -2.9841 5.7500
C: -1.4220 0.6533 -2.2900
C: 0.7558 -4.3695 -3.6727
C: -1.3400 3.0380 2.1852
H: -3.7588 -2.9321 2.7572
H: -2.2237 -5.8843 1.4889
C: -2.1258 0.8456 0.8830
C: -2.5480 -2.8640 5.2797
H: 1.9179 -0.4783 5.5563
N: 2.9254 3.1390 2.0313
C: -3.0287 1.7193 1.4613
C: 1.0178 2.4134 1.6478
H: 0.5398 -5.4930 3.9982
H: 0.3259 -4.4062 -7.0456
H: -3.2686 -0.0755 5.0192

Summary:
Multiplicity: 6
Net charge: +2
HOMO energy (alpha / beta), eV: -11.205 / -12.561
Energy, Ha: -3840.63355
Frontier orbital gap (alpha / beta), eV: 5.777 / 5.291
Max |F|, Eh/bohr: 0.026

***

Formula: C36H72O12
Source: OMol25
Level of theory: wB97M-V/def2-TZVPD

Positions of all 120 atoms, in Å:
H: -3.5009 -0.6398 -1.9854
H: -3.2098 -3.2048 2.1443
C: 1.7711 3.8329 -1.7704
O: 3.7427 -3.4671 1.1501
C: -0.9566 -2.7656 5.1724
C: -1.8818 3.4889 -2.8979
H: -5.6359 1.3832 1.9341
H: 1.1619 4.7979 -2.1479
C: -2.5600 -5.0023 1.4393
H: 6.4011 -3.7694 2.5935
H: -1.6129 4.5075 -3.0104
H: 3.7546 -0.8458 1.8064
H: 2.9600 -0.3405 -2.5431
C: 2.7920 3.4230 -2.7844
C: 4.5903 -0.1798 1.7990
C: -4.5576 0.0187 4.1460
H: 4.3174 2.8095 -0.1126
H: -0.8141 -5.3476 2.6195
C: -6.1719 0.7136 -1.5074
C: -4.1070 0.2672 2.7102
C: 0.2875 -0.0941 -0.1609
H: 6.5115 -2.7066 -0.0492
H: -2.3106 -5.3935 3.6854
H: -0.5968 0.5673 -6.6126
H: -1.2753 0.8303 1.0124
C: -5.6592 -0.4821 -2.1968
O: -2.9164 -5.5604 0.4806
H: 3.0387 3.9891 3.4866
O: 1.1365 -2.7238 3.9854
C: 5.6910 -4.4656 2.1746
C: 4.7389 0.6796 0.4900
C: 0.9499 3.4620 2.7273
H: 4.2100 4.7163 -1.9933
H: 4.9986 -4.8553 3.0474
H: 5.4377 -0.8064 1.6668
O: 4.1638 -3.2642 -3.4291
H: -4.7429 2.3388 2.7730
C: -2.0509 0.1707 -4.8447
H: 4.8069 -0.6436 -2.6290
H: -1.0867 -3.8914 4.9503
C: -4.5240 4.0219 -3.0298
H: -0.5210 -0.2988 4.7753
H: 1.4765 -1.9158 0.4100
H: -2.0283 -2.5459 4.9087
H: 6.3266 -5.3918 1.8179
H: -1.3048 -3.4054 1.8484
C: 3.6874 -1.1438 -2.3486
H: 2.1432 4.3025 -0.8888
H: 4.3266 4.7624 -3.7298
C: 3.3905 -2.4905 -2.8642
O: 0.9200 0.2222 -1.1526
O: 5.6162 0.3648 -0.2424
H: -1.2243 2.7707 -2.5473
H: -0.0367 -1.6564 1.3523
H: -1.9765 2.0062 -5.8683
H: -0.7376 1.6151 -5.1058
C: -1.2120 1.1191 -5.7547
O: -6.4538 -1.0492 -2.9540
C: 0.9189 -1.1036 0.9077
C: 4.0971 4.1497 -2.8444
C: -4.6603 1.6204 2.0478
C: 3.7466 1.8123 0.1477
H: -0.6206 -2.8497 6.2577
C: -1.8551 -5.7650 2.6629
H: -5.2169 4.6894 -2.4006
H: -0.0002 4.0703 1.2386
H: -4.2586 -1.4932 -0.7224
C: -0.3346 3.8961 2.1519
H: 0.6944 -0.4616 5.8515
H: 6.2030 -4.4895 -0.2279
C: 0.2035 -2.0613 4.4935
H: -4.0274 4.7098 -3.7053
H: -2.1094 3.3056 -4.0360
C: -1.1799 -0.9130 -4.1182
H: 3.3012 1.3493 -0.7602
H: 4.6847 3.3559 -2.8904
O: 1.1271 2.3750 3.2181
C: 0.4755 -0.6430 4.7110
C: -0.9904 0.5717 0.0175
H: -0.5243 4.8317 2.6488
H: -4.6465 3.1370 -3.7581
O: -3.2458 3.3017 -1.0639
H: 5.4423 -3.1193 -1.2508
H: -5.3052 1.4129 -1.8281
H: 3.1789 1.7244 1.0109
C: 5.8528 -3.5659 -0.1410
H: 1.0880 -0.4166 4.0661
O: 2.3680 2.7356 -3.7259
H: -1.6985 -1.5635 -3.4651
H: -4.1528 1.9397 0.9914
C: -2.3519 -3.5259 1.4717
O: -3.1721 0.0778 -4.9161
C: 4.9198 -3.8404 1.0788
H: -0.9520 1.5584 -0.4912
H: 3.3728 -1.1282 -1.2409
H: -1.0500 3.2281 2.3776
H: -7.3056 0.8970 -1.8094
H: 1.5976 -2.7754 -1.9112
H: 1.1991 -2.4209 -3.5104
H: -1.7791 -0.0480 -0.5745
C: -4.3214 -1.1776 -1.8100
C: 2.1236 4.4905 2.8350
H: 2.6816 4.7327 1.8892
H: -4.2914 1.0212 4.8135
H: 1.6227 -0.6163 1.5904
H: -5.9543 0.7139 -0.3737
C: -3.1927 3.5865 -2.3207
H: 4.8133 0.4787 2.6152
H: -0.3892 -0.3523 -3.5221
H: -2.3322 -3.0185 0.3106
H: -5.5537 -0.3820 3.9409
H: 1.9323 5.2789 3.5829
H: -0.7826 -1.7809 -4.6584
H: -4.2072 -2.0393 -2.5014
O: -3.5402 -0.6630 2.0649
C: 1.9273 -2.9468 -2.7608
H: -3.8062 -0.8394 4.4044
H: -2.0714 -6.9711 2.5619
H: 0.8014 3.1034 -1.5571
H: 1.8241 -4.0187 -3.0097

Summary:
Multiplicity: 1
Net charge: 0
HOMO energy, eV: -9.113
Energy, Ha: -2317.15496
Frontier orbital gap, eV: 9.270
Max |F|, Eh/bohr: 0.228
SMILES: CC(C)=O.CC(C)=O.CC(C)=O.CC(C)=O.CC(C)=O.CC(C)=O.CC(C)=O.CC(C)=O.CC(C)=O.CC(C)=O.CC(C)=O.CC(C)=O